(1)
A molecular structure, C29H44CoNOSi2 at a distorted geometry, computed with ωB97M-V with the def2-TZVPD basis set.

Values from the calculation:
Molar mass = 537.8 g mol⁻¹
Multiplicity = 4
HOMO level (spin up / spin down) = -3.114 / -3.727 eV
ΔE to the lowest compared entry with this formula, charge and spin = 0.394 eV
Frontier orbital gap (spin up / spin down) = 0.2068 / 0.2292 hartree
E_LUMO (spin up / spin down) = 2.514 / 2.509 eV
<S²> = 3.80
Net charge = -1

Each line ends with the Mulliken spin population.
Element x y z (Å)
C (1.542, -0.844, 0.914)  -0.14
C (2.079, -1.497, -0.266)  0.28
C (2.421, -0.518, -1.214)  -0.08
H (2.282, -2.559, -0.342)  0.01
C (2.050, 0.753, -0.727)  0.28
C (1.471, 0.611, 0.579)  -0.15
H (2.336, 1.707, -1.167)  0.00
C (-1.246, -2.850, 1.774)  0.06
C (-0.371, -3.860, 1.355)  0.01
C (-0.183, -3.723, -0.060)  0.05
H (0.080, -4.645, 1.972)  0.00
C (-0.974, -2.658, -0.521)  0.05
C (-1.595, -1.993, 0.634)  0.02
H (2.958, -0.700, -2.139)  0.00
H (1.466, 1.405, 1.325)  0.00
H (1.715, -1.194, 1.930)  0.01
H (-2.514, -1.396, 0.563)  -0.04
H (0.415, -4.378, -0.694)  0.00
H (-1.640, -2.698, 2.772)  0.01
Co (-0.309, -0.352, 0.723)  2.62
C (-1.201, -2.196, -1.932)  0.00
C (-2.710, -2.056, -2.201)  0.01
C (-0.583, -3.161, -2.943)  0.00
H (-3.219, -3.006, -1.999)  0.00
H (-2.864, -1.775, -3.250)  0.00
H (-3.144, -1.284, -1.552)  0.00
H (-1.028, -4.160, -2.826)  0.00
H (0.507, -3.246, -2.827)  0.00
H (-0.811, -2.804, -3.956)  0.00
C (-0.463, -0.813, -1.980)  0.04
C (-1.338, 0.390, -2.032)  -0.01
H (0.305, -0.801, -2.758)  0.01
H (0.061, -0.645, -0.965)  -0.11
O (-2.007, 0.576, -0.975)  0.02
N (-1.404, 1.190, -3.148)  0.01
C (-0.289, 2.017, -3.678)  0.01
H (-2.305, 1.656, -3.235)  0.00
C (0.972, 1.293, -4.109)  0.00
C (2.207, 1.931, -3.946)  0.00
H (2.214, 2.951, -3.557)  0.00
C (3.404, 1.308, -4.305)  0.00
H (4.345, 1.838, -4.159)  0.00
C (3.385, 0.034, -4.879)  0.00
H (4.320, -0.454, -5.161)  0.00
C (2.157, -0.587, -5.109)  0.00
H (2.125, -1.561, -5.597)  0.00
C (0.955, 0.053, -4.764)  0.00
H (0.004, -0.415, -5.035)  0.00
H (-0.025, 2.787, -2.934)  0.00
H (-0.692, 2.556, -4.553)  0.00
C (0.035, 3.527, 2.758)  0.00
Si (-1.304, 2.301, 2.225)  0.00
C (-2.958, 2.588, 3.063)  0.01
C (-1.558, 2.848, 0.455)  0.00
C (-0.847, 0.446, 2.462)  0.04
Si (0.192, 0.114, 4.035)  -0.02
C (-0.811, 0.722, 5.508)  0.01
C (0.576, -1.699, 4.353)  0.01
C (1.862, 0.971, 4.024)  0.00
H (-0.310, 4.511, 2.399)  0.00
H (1.005, 3.334, 2.277)  0.00
H (0.190, 3.598, 3.841)  0.00
H (-3.225, 3.649, 2.952)  0.00
H (-3.728, 1.993, 2.550)  0.00
H (-2.981, 2.333, 4.129)  0.00
H (-0.658, 2.670, -0.145)  0.01
H (-2.401, 2.344, -0.029)  0.00
H (-1.750, 3.930, 0.473)  0.00
H (-1.816, -0.075, 2.655)  -0.03
H (-1.803, 0.249, 5.534)  0.00
H (-0.279, 0.439, 6.429)  0.00
H (-0.955, 1.811, 5.521)  0.00
H (1.103, -2.200, 3.531)  0.00
H (1.222, -1.759, 5.244)  0.00
H (-0.338, -2.271, 4.558)  0.00
H (2.467, 0.736, 3.140)  0.00
H (1.797, 2.060, 4.112)  0.00
H (2.412, 0.599, 4.902)  0.00

Forces on atoms 1 to 2 (eV/Å):
2.7 0.9 -1.1
0.7 1.0 0.9

---

(2)
A molecular structure, C29H44GeN2O9Sc, computed with ωB97M-V with the def2-TZVPD basis set.

Values from the calculation:
Molar mass = 682.2 g mol⁻¹
Multiplicity = 2
HOMO level (spin up / spin down) = -8.085 / -7.961 eV
ΔE to the lowest compared entry with this formula, charge and spin = 1.097 eV
Frontier orbital gap (spin up / spin down) = 0.2852 / 0.2416 hartree
E_LUMO (spin up / spin down) = -0.324 / -1.386 eV
<S²> = 0.76
Net charge = 0

Each line ends with the Mulliken spin population.
Element x y z (Å)
Sc (0.343, 0.302, -0.423)  -0.01
O (-1.141, 2.513, 2.785)  0.00
C (-2.481, 2.450, 2.855)  0.00
C (-3.087, 3.122, 3.917)  0.00
C (-4.454, 3.077, 4.085)  0.00
C (-5.253, 2.362, 3.196)  0.00
C (-4.663, 1.700, 2.143)  0.01
C (-3.277, 1.726, 1.948)  0.05
C (-2.684, 1.002, 0.808)  0.03
O (-1.434, 1.055, 0.580)  -0.05
N (-3.554, 0.368, 0.025)  0.33
N (-3.122, -0.092, -1.092)  0.48
C (-3.624, -0.532, -2.172)  0.00
C (-2.758, -0.691, -3.315)  -0.07
C (-3.219, -1.061, -4.581)  -0.01
C (-2.378, -1.010, -5.670)  0.01
C (-1.067, -0.557, -5.505)  -0.01
C (-0.582, -0.205, -4.264)  0.02
C (-1.401, -0.302, -3.126)  0.06
O (-0.993, -0.020, -1.923)  0.11
H (-0.819, 1.949, 2.054)  0.00
H (-2.452, 3.667, 4.602)  0.00
H (-4.907, 3.597, 4.920)  0.00
H (-6.326, 2.333, 3.326)  0.00
H (-5.267, 1.143, 1.439)  0.01
H (-4.693, -0.718, -2.270)  0.05
H (-4.252, -1.372, -4.696)  0.00
H (-2.734, -1.296, -6.651)  0.00
H (-0.417, -0.477, -6.368)  0.00
H (0.434, 0.142, -4.128)  0.00
C (4.240, 0.431, -1.315)  0.00
C (3.965, 0.321, 0.185)  0.00
C (4.876, -0.760, 0.775)  0.00
C (4.258, 1.655, 0.875)  0.00
O (2.583, 0.008, 0.414)  0.00
Ge (2.005, -1.748, 0.946)  0.00
O (1.009, -1.774, -0.748)  0.00
C (0.783, -2.980, -1.484)  0.00
C (1.546, -4.154, -0.866)  0.00
C (1.288, -2.771, -2.909)  0.00
C (-0.710, -3.307, -1.465)  0.00
O (0.426, -0.920, 1.651)  0.00
C (-0.053, -1.462, 2.884)  0.00
C (-1.385, -0.823, 3.244)  0.00
C (0.961, -1.164, 3.991)  0.00
C (-0.259, -2.975, 2.742)  0.00
H (5.314, 0.424, -1.507)  0.00
H (3.782, -0.415, -1.831)  0.00
H (3.826, 1.351, -1.716)  0.00
H (5.919, -0.481, 0.635)  0.00
H (4.683, -0.888, 1.843)  0.00
H (4.704, -1.715, 0.275)  0.00
H (5.330, 1.853, 0.874)  0.00
H (3.767, 2.478, 0.349)  0.00
H (3.917, 1.622, 1.914)  0.00
H (2.617, -3.941, -0.830)  0.00
H (1.197, -4.360, 0.148)  0.00
H (1.392, -5.047, -1.471)  0.00
H (2.367, -2.600, -2.893)  0.00
H (1.082, -3.650, -3.522)  0.00
H (0.804, -1.910, -3.361)  0.00
H (-1.046, -3.396, -0.430)  0.00
H (-1.286, -2.521, -1.948)  -0.01
H (-0.902, -4.250, -1.978)  0.00
H (-1.249, 0.242, 3.408)  0.00
H (-2.108, -0.986, 2.445)  0.00
H (-1.778, -1.269, 4.158)  0.00
H (1.118, -0.086, 4.056)  0.00
H (0.597, -1.529, 4.952)  0.00
H (1.918, -1.646, 3.773)  0.00
H (-0.905, -3.174, 1.884)  0.00
H (0.695, -3.487, 2.597)  0.00
H (-0.735, -3.377, 3.636)  0.00
C (-0.252, 4.034, -0.059)  0.00
C (1.004, 3.561, 0.646)  0.00
O (0.927, 2.143, 0.930)  0.00
H (-0.080, 5.035, -0.455)  0.00
H (-1.116, 4.070, 0.603)  0.00
H (-0.472, 3.374, -0.900)  0.00
H (1.142, 4.088, 1.594)  0.00
H (1.852, 3.744, -0.009)  0.00
H (1.810, 1.847, 1.185)  0.00
O (2.415, 3.254, -2.270)  0.00
C (1.735, 2.301, -2.607)  0.00
O (1.204, 1.409, -1.846)  0.00
H (1.543, 2.146, -3.688)  0.00

Forces on atoms 1 to 2 (eV/Å):
0.1 0.1 -0.2
0.0 0.0 0.1

---

- Which value of ΔE to the lowest compared entry with this formula, charge and spin does entry 1 give?
  0.394 eV